{"formula": "C38H41ClN5O4P2Re", "method": "wB97M-V/def2-TZVPD", "total_energy_ha": -3267.796196, "orbital_gap_ev": [4.92, 5.72], "spin_multiplicity": 2, "charge": 3, "elements": ["Re", "N", "C", "C", "C", "C", "N", "C", "N", "N", "C", "O", "O", "H", "H", "H", "H", "H", "H", "H", "H", "H", "H", "H", "H", "H", "H", "Cl", "C", "C", "C", "C", "O", "C", "C", "O", "C", "H", "H", "H", "H", "C", "N", "P", "C", "C", "C", "C", "C", "C", "C", "C", "C", "C", "C", "C", "P", "C", "C", "C", "C", "C", "C", "C", "C", "C", "C", "C", "C", "H", "H", "H", "H", "H", "H", "H", "H", "H", "H", "H", "H", "H", "H", "H", "H", "H", "H", "H", "H", "H", "H", "H"], "positions_angstrom": [[0.64577, 0.66760, -0.10334], [-0.49391, 2.72542, 0.57389], [-0.89462, 2.53276, 1.97037], [-2.12480, 3.34299, 2.40287], [-3.46416, 2.75615, 1.91836], [-4.49490, 2.66458, 3.05392], [-4.11713, 1.68647, 4.05522], [-4.62555, 0.48264, 4.28590], [-4.03651, -0.29239, 5.19321], [-5.70499, 0.02894, 3.65199], [-1.15425, 1.01003, 2.23862], [-1.67051, 0.67092, 3.28152], [-0.79474, 0.21757, 1.29742], [0.08131, 3.55845, 0.47679], [-1.31866, 2.84595, -0.01258], [-0.04247, 2.79139, 2.60974], [-2.00985, 4.36902, 2.05532], [-2.11307, 3.38325, 3.49136], [-3.31389, 1.75466, 1.50770], [-3.89287, 3.37858, 1.13321], [-5.47152, 2.42067, 2.63816], [-4.57538, 3.63738, 3.54724], [-3.22627, 1.86712, 4.49987], [-3.15023, -0.02681, 5.58763], [-4.42648, -1.18495, 5.45406], [-6.24478, 0.61191, 3.03857], [-6.12151, -0.84669, 3.91986], [6.51350, 4.96347, 1.32601], [5.18792, 3.89048, 1.33168], [4.56956, 3.52492, 2.54757], [3.49081, 2.68663, 2.55943], [2.94315, 2.14961, 1.35470], [1.90679, 1.40718, 1.41143], [3.60596, 2.49912, 0.11460], [3.16086, 1.99789, -1.14139], [2.15365, 1.29474, -1.37783], [4.71286, 3.36440, 0.14412], [4.95956, 3.92895, 3.46973], [3.01122, 2.42648, 3.49134], [3.76992, 2.26764, -2.01177], [5.19609, 3.62906, -0.78216], [-1.16614, -2.97919, -1.69941], [-0.22206, -1.88878, -1.47809], [-0.35773, -0.28866, -2.13720], [0.58241, -0.44636, -3.66842], [0.93628, -1.70413, -4.14744], [1.61110, -1.81284, -5.34721], [1.88527, -0.67840, -6.09203], [1.49827, 0.57199, -5.63333], [0.86339, 0.69551, -4.41145], [-2.03532, 0.06943, -2.71179], [-2.46534, -0.34323, -3.97282], [-3.68644, 0.09431, -4.45320], [-4.46435, 0.96311, -3.70231], [-4.03568, 1.37694, -2.44904], [-2.82779, 0.92530, -1.94886], [0.92262, -1.73968, -0.21768], [0.59291, -3.01299, 1.01378], [0.09794, -2.68991, 2.27091], [-0.02613, -3.68680, 3.22503], [0.35129, -4.98744, 2.92802], [0.84881, -5.30461, 1.66947], [0.97498, -4.32109, 0.70425], [2.67475, -2.01687, -0.61779], [3.27469, -2.65118, -1.69507], [4.64840, -2.85008, -1.66899], [5.40923, -2.42598, -0.58975], [4.80888, -1.77427, 0.48013], [3.44665, -1.55971, 0.45674], [-0.65945, -3.88063, -2.04734], [-1.88305, -2.67514, -2.46303], [-1.71361, -3.22484, -0.78711], [0.66603, -2.59075, -3.59915], [1.90890, -2.78254, -5.71222], [2.38812, -0.77840, -7.03974], [1.68748, 1.44470, -6.23585], [0.56700, 1.66330, -4.03196], [-1.84458, -0.99036, -4.57377], [-4.02347, -0.22615, -5.42488], [-5.40182, 1.32397, -4.09727], [-4.64298, 2.06683, -1.87995], [-2.48048, 1.22586, -0.96674], [-0.17643, -1.66779, 2.49033], [-0.39858, -3.43949, 4.20802], [0.26346, -5.75971, 3.67920], [1.15535, -6.31584, 1.44584], [1.37770, -4.55980, -0.27236], [2.69451, -2.99507, -2.53680], [5.12348, -3.35516, -2.49592], [6.47351, -2.60634, -0.57563], [5.39543, -1.44876, 1.32733], [2.95668, -1.04645, 1.27823]], "forces_ev_per_a": [[0.8, 1.1, 1.6], [0.2, -1.0, -0.8], [-0.2, -0.6, 0.7], [0.1, -0.2, -0.2], [-0.1, 0.1, 0.1], [0.0, 0.1, -0.4], [0.1, 0.0, 0.3], [0.0, 0.1, 0.0], [0.0, -0.2, 0.0], [-0.1, 0.0, -0.1], [-0.2, 2.0, 1.4], [0.4, -0.2, -0.4], [1.3, -1.0, -2.4], [0.0, 0.0, -0.1], [0.1, 0.2, 0.0], [-0.1, 0.0, -0.2], [0.0, 0.1, 0.1], [0.1, 0.1, 0.0], [-0.1, 0.0, -0.1], [0.0, 0.0, 0.0], [0.0, 0.1, 0.1], [-0.1, -0.1, 0.0], [-0.2, -0.1, 0.0], [0.0, -0.1, 0.0], [0.1, 0.1, 0.0], [0.0, 0.1, 0.0], [0.0, 0.0, 0.0], [0.1, 0.1, 0.1], [-0.3, -0.5, -1.0], [-0.1, -0.1, -0.2], [-0.3, -0.3, -0.3], [1.5, 1.1, 0.0], [-1.5, -1.2, -1.0], [-1.1, -0.7, -0.2], [1.9, 1.4, 1.0], [-2.6, -1.3, 0.9], [0.7, 0.5, 0.6], [0.0, 0.0, 0.1], [0.0, -0.1, 0.1], [-0.1, -0.1, 0.0], [0.1, 0.1, -0.2], [-0.1, -0.5, -0.1], [0.2, 0.8, 0.7], [0.0, -1.2, 0.0], [0.0, 0.4, 0.3], [-0.1, 0.1, 0.2], [0.0, 0.0, -0.2], [0.0, 0.0, 0.0], [0.0, 0.1, 0.0], [0.0, -0.1, 0.0], [0.4, 0.2, 0.4], [0.0, 0.0, 0.1], [0.0, 0.0, 0.0], [0.1, 0.0, 0.1], [-0.1, 0.1, 0.1], [0.0, -0.1, 0.0], [-0.4, -0.3, -1.1], [0.0, 0.5, 0.0], [-0.1, 0.1, 0.0], [0.0, 0.0, 0.1], [0.0, 0.0, 0.0], [0.0, 0.0, -0.1], [0.0, 0.1, 0.0], [-0.5, 0.4, 0.4], [-0.1, 0.0, 0.0], [-0.1, 0.0, -0.1], [0.0, 0.0, 0.1], [0.1, 0.0, 0.0], [0.0, 0.1, 0.0], [0.0, 0.0, 0.0], [0.0, 0.0, 0.1], [0.1, 0.1, 0.0], [0.1, -0.1, 0.1], [0.0, -0.1, -0.1], [0.1, 0.1, -0.1], [0.1, 0.1, -0.1], [0.0, 0.2, -0.1], [0.0, 0.0, -0.1], [0.0, -0.1, -0.1], [-0.1, 0.0, 0.0], [0.0, 0.0, 0.1], [-0.1, 0.1, 0.0], [0.0, -0.1, 0.1], [0.0, 0.0, 0.1], [0.0, 0.0, 0.0], [0.0, -0.1, 0.0], [0.1, -0.1, 0.0], [0.0, 0.0, -0.1], [0.1, 0.0, -0.1], [0.1, 0.0, 0.0], [0.0, 0.0, 0.0], [0.1, -0.1, 0.2]]}